{"formula": "C9H24F9O15Pt2S3", "method": "ωB97M-V with the def2-TZVPD basis set", "multiplicity": 5, "total_charge": 1, "elements": ["Pt", "Pt", "C", "F", "F", "F", "S", "O", "O", "O", "C", "F", "F", "F", "S", "O", "O", "O", "C", "F", "F", "F", "S", "O", "O", "O", "O", "H", "H", "O", "H", "H", "O", "H", "H", "O", "H", "H", "C", "C", "C", "O", "H", "H", "H", "H", "H", "H", "H", "H", "C", "C", "C", "O", "H", "H", "H", "H", "H", "H", "H", "H"], "positions_angstrom": [[-2.6165, 0.0872, 3.6045], [-1.6026, -3.1002, -0.3363], [1.1398, 0.0892, 0.7602], [0.2056, 0.7048, 0.0440], [1.9943, -0.5336, -0.0206], [1.7722, 0.9414, 1.5513], [0.3168, -1.1595, 1.8253], [-0.1143, -2.2028, 0.8753], [1.3105, -1.6226, 2.7263], [-0.8064, -0.4662, 2.4224], [-4.8756, -3.8231, 2.4006], [-5.6237, -3.7011, 3.4645], [-4.8336, -5.0839, 1.9909], [-5.3420, -3.0532, 1.4259], [-3.1597, -3.3165, 2.8075], [-3.2564, -1.8916, 3.1332], [-2.7083, -4.1607, 3.8529], [-2.4294, -3.5252, 1.5384], [-3.3799, 1.2044, -0.9593], [-4.0947, 2.2437, -0.5727], [-3.7690, 0.7341, -2.1195], [-2.0878, 1.5770, -1.0245], [-3.5473, -0.1550, 0.2793], [-3.1258, 0.4750, 1.5415], [-4.9082, -0.5352, 0.2268], [-2.5923, -1.1771, -0.1893], [-0.9355, 0.9960, 4.7387], [-0.2246, 0.5619, 5.2295], [-0.5837, 1.8669, 4.4508], [2.0785, -2.2665, 5.2628], [1.4539, -2.9007, 5.6270], [1.7825, -2.1030, 4.3558], [2.7851, -3.8739, 1.4793], [1.9815, -3.3751, 1.3121], [3.2579, -3.3509, 2.1347], [0.5370, 3.1419, 3.8682], [0.6667, 3.8171, 4.5450], [0.7151, 3.5889, 3.0339], [0.3872, 1.0785, -3.3808], [-0.7710, 0.8258, -4.3168], [-0.4401, 1.2621, -5.7464], [-1.0896, -0.5624, -4.3154], [0.1405, 0.7310, -2.3781], [0.6966, 2.1225, -3.2745], [1.2641, 0.5754, -3.8016], [-1.6709, 1.4023, -4.0924], [-1.2793, 1.1366, -6.4265], [0.3738, 0.6420, -6.1567], [-0.0337, 2.2741, -5.8001], [-0.3925, -1.0358, -4.7813], [3.8545, 2.0358, -0.6165], [3.8667, 1.6740, -2.0977], [3.7711, 2.9327, -2.9532], [5.0943, 1.0363, -2.4325], [2.8598, 2.2853, -0.2390], [4.4879, 2.9004, -0.4257], [4.1935, 1.1563, -0.0650], [2.9956, 1.0445, -2.3192], [2.9021, 3.5304, -2.6749], [3.7514, 2.6451, -4.0022], [4.6372, 3.5601, -2.7358], [5.0207, 0.0946, -2.2539]], "forces_ev_per_angstrom": [[1.353, -0.792, -1.037], [-0.581, 1.444, 1.155], [-0.397, -0.221, 0.440], [0.299, 0.144, -0.005], [0.197, 0.020, -0.314], [-0.128, 0.168, -0.116], [-0.637, 0.000, 0.162], [0.661, -0.483, -0.581], [0.282, -0.065, -0.135], [0.089, 0.193, -0.105], [0.188, 0.072, -0.547], [-0.332, -0.028, 0.445], [-0.077, 0.046, 0.069], [0.000, -0.066, -0.019], [0.624, -0.124, 0.227], [-0.768, 0.143, -0.009], [-0.018, 0.075, -0.004], [-0.165, -0.651, -0.135], [1.160, 0.085, 0.555], [-0.179, -0.147, -0.181], [-0.153, 0.155, -0.211], [-0.459, -0.092, -0.146], [-0.605, -0.435, 0.159], [0.031, 0.587, 0.136], [-0.445, -0.221, 0.007], [0.475, 0.131, -0.410], [-0.502, 0.602, 0.458], [-0.136, -0.312, -0.115], [0.204, 0.049, -0.244], [-0.168, 0.193, 0.042], [0.089, -0.090, -0.006], [0.119, -0.175, 0.368], [0.022, -0.066, -0.182], [0.052, -0.033, 0.100], [-0.001, -0.050, 0.045], [-0.184, 0.042, 0.265], [0.069, 0.005, -0.022], [-0.044, -0.106, -0.066], [0.179, 0.328, 0.174], [0.294, 0.592, -1.365], [0.876, -0.377, -0.258], [-0.516, -0.120, 0.457], [0.204, -0.260, -0.077], [-0.343, 0.075, -0.225], [-0.039, -0.232, 0.312], [-0.075, -0.418, 0.681], [-0.147, 0.166, 0.112], [-0.121, -0.058, 0.175], [-0.369, 0.114, 0.109], [0.040, 0.120, -0.087], [-0.173, -0.366, 0.054], [-0.229, 0.832, 0.119], [0.165, -0.264, 0.357], [-0.227, -0.094, -0.172], [-0.069, 0.055, -0.257], [0.256, -0.163, 0.081], [0.162, 0.236, 0.235], [0.224, -0.219, -0.032], [-0.181, -0.148, -0.171], [-0.031, 0.284, -0.083], [0.124, -0.085, -0.247], [0.064, 0.006, 0.065]], "mulliken_charge": [3.73, 3.75, 0.45, -0.15, -0.19, -0.18, 0.53, -1.11, -0.84, -1.06, 0.54, -0.18, -0.19, -0.17, 0.44, -1.15, -0.47, -1.02, 0.38, -0.17, -0.17, -0.17, 0.80, -1.09, -0.51, -1.17, -0.47, 0.29, 0.39, -0.64, 0.31, 0.55, -0.64, 0.30, 0.33, -0.63, 0.29, 0.32, -0.91, 0.38, -1.52, -0.59, 0.02, 0.42, 0.41, 0.28, 0.37, 0.38, 0.36, 0.38, -1.18, 1.20, -1.48, -0.59, 0.15, 0.44, 0.28, -0.24, 0.34, 0.35, 0.42, 0.35]}

=====

{"formula": "C16H15BClF3O", "method": "ωB97M-V with the def2-TZVPD basis set", "relative_energy_kcal_mol": 0.00, "elements": ["C", "C", "C", "C", "C", "B", "F", "F", "F", "O", "H", "H", "H", "H", "H", "Cl", "C", "C", "C", "C", "C", "C", "C", "C", "C", "C", "C", "H", "H", "H", "H", "H", "H", "H", "H", "H", "H"], "positions_angstrom": [[-5.6448, 0.0382, 0.3950], [-4.4127, -0.7273, 0.3930], [-4.2099, -2.0860, 0.4044], [-2.8052, -2.2876, 0.3953], [-2.2187, -1.0347, 0.3726], [-0.6442, -0.5392, 0.3686], [-0.0734, -1.8057, 0.5479], [-0.5324, -0.0062, -0.9079], [-0.6493, 0.3245, 1.4563], [-3.2066, -0.0907, 0.3771], [-6.4738, -0.6710, 0.3948], [-5.7346, 0.6637, 1.2873], [-5.7359, 0.6673, -0.4945], [-4.9800, -2.8462, 0.4153], [-2.3052, -3.2498, 0.4034], [2.2670, 3.5479, -4.4201], [2.1702, 2.5813, -3.0154], [1.7533, 3.1457, -1.8003], [1.6146, 2.3417, -0.6731], [1.8767, 0.9514, -0.7283], [1.7381, 0.1147, 0.4454], [2.4279, -1.2424, 0.4739], [2.7574, -1.5078, 1.9822], [2.5046, -0.1752, 2.6190], [1.9224, 0.7042, 1.7465], [2.3419, 0.4139, -1.9571], [2.4906, 1.2182, -3.0825], [1.5318, 4.2087, -1.7479], [1.3098, 2.7950, 0.2707], [1.8571, -2.0575, 0.0331], [3.3825, -1.1399, -0.0617], [2.0817, -2.2808, 2.3733], [3.7881, -1.8673, 2.0997], [2.7494, 0.0337, 3.6604], [1.6118, 1.7201, 1.9963], [2.6071, -0.6411, -2.0071], [2.8426, 0.7863, -4.0155]], "forces_ev_per_angstrom": [[-0.788, 0.544, 0.009], [0.951, -1.749, -0.003], [-0.451, 0.876, -0.016], [0.558, 0.780, -0.044], [-0.380, -1.170, 0.116], [-6.869, -2.270, -0.194], [1.970, 0.119, 0.311], [1.871, 0.826, -0.357], [2.021, 1.036, 0.266], [-0.603, -0.145, -0.045], [-0.049, 0.120, 0.000], [-0.045, 0.105, -0.079], [-0.043, 0.097, 0.079], [0.004, 0.156, 0.007], [0.060, 0.317, -0.004], [0.077, 0.148, -0.158], [-0.211, -0.600, 0.931], [0.054, -0.223, 0.096], [0.054, -0.099, -0.228], [-0.667, 0.260, -0.654], [4.778, 0.877, 0.194], [0.130, -0.331, 0.816], [-0.527, 0.270, -0.917], [-0.521, -0.128, -0.787], [-0.715, -0.405, 0.786], [-0.229, 0.371, 0.101], [-0.027, -0.191, 0.344], [0.044, -0.225, -0.024], [-0.091, -0.109, -0.416], [0.130, 0.241, -0.085], [-0.286, 0.126, 0.042], [0.128, 0.197, 0.169], [-0.209, 0.145, 0.104], [-0.001, 0.122, -0.333], [0.166, -0.487, -0.042], [-0.212, 0.272, -0.141], [-0.075, 0.128, 0.157]], "mulliken_charge": [-1.19, 0.31, -0.46, -0.57, 0.24, 0.70, -0.44, -0.37, -0.36, -0.37, 0.30, 0.27, 0.27, 0.38, 0.44, -0.18, 0.53, -1.02, -0.39, 0.48, 1.58, -1.16, -0.78, -0.51, -0.52, -0.20, -1.01, 0.40, 0.29, 0.40, 0.54, 0.30, 0.42, 0.46, 0.38, 0.42, 0.40]}

=====

{"formula": "C15H22N2O4S", "method": "ωB97M-V with the def2-TZVPD basis set", "relative_energy_kcal_mol": 69.11, "smiles": "COc1ccc(OC)c(S(=O)(=O)N2CCN3CCC[C@H]3C2)c1", "elements": ["C", "O", "C", "C", "C", "C", "O", "C", "C", "S", "O", "O", "N", "C", "C", "N", "C", "C", "C", "C", "C", "C", "H", "H", "H", "H", "H", "H", "H", "H", "H", "H", "H", "H", "H", "H", "H", "H", "H", "H", "H", "H", "H", "H"], "positions_angstrom": [[-4.4837, -3.1234, -0.4729], [-4.8466, -1.9204, 0.1660], [-3.9825, -0.8737, 0.0986], [-4.3850, 0.3085, 0.7205], [-3.5829, 1.4326, 0.7160], [-2.3401, 1.4101, 0.0827], [-1.4631, 2.4408, 0.0277], [-1.8518, 3.6829, 0.5698], [-1.9511, 0.2292, -0.5403], [-0.3747, 0.1721, -1.3883], [-0.1933, -1.1828, -1.8406], [-0.3193, 1.2151, -2.3686], [0.6714, 0.5219, -0.1317], [1.6092, 1.6033, -0.3551], [2.8216, 1.0999, -1.1484], [3.4370, -0.0729, -0.5708], [4.2672, 0.1079, 0.6021], [4.5683, -1.3323, 1.0205], [3.3260, -2.1272, 0.5783], [2.5001, -1.1425, -0.2631], [1.2662, -0.6331, 0.5073], [-2.7453, -0.8986, -0.5376], [-3.5725, -3.5475, -0.0407], [-4.3408, -2.9787, -1.5477], [-5.3157, -3.8055, -0.3057], [-5.3463, 0.3275, 1.2092], [-3.9357, 2.3242, 1.2091], [-1.0241, 4.3607, 0.3689], [-2.0120, 3.6167, 1.6510], [-2.7568, 4.0657, 0.0886], [1.0774, 2.3716, -0.9130], [1.9050, 2.0003, 0.6216], [3.5775, 1.8837, -1.2358], [2.4746, 0.8282, -2.1511], [3.7631, 0.6510, 1.4183], [5.1681, 0.6624, 0.3304], [4.7543, -1.4152, 2.0899], [5.4495, -1.6896, 0.4903], [3.6121, -2.9946, -0.0125], [2.7474, -2.4778, 1.4327], [2.1456, -1.5764, -1.2031], [0.5044, -1.4118, 0.5474], [1.5385, -0.3466, 1.5289], [-2.3613, -1.7656, -1.0489]], "forces_ev_per_angstrom": [[0.019, -0.136, -0.060], [-0.106, 0.166, 0.113], [0.163, 0.326, 0.033], [0.037, -0.358, -0.153], [0.240, 0.147, -0.069], [-0.101, -0.014, 0.049], [-0.114, -0.034, 0.009], [-0.036, 0.136, 0.082], [0.590, 0.253, -0.240], [-0.340, -0.065, 0.318], [-0.059, -0.007, 0.288], [0.074, 0.197, 0.228], [-0.612, -0.160, -0.821], [0.312, 0.371, -0.376], [-0.141, 0.162, 0.049], [0.151, -0.109, -0.002], [0.165, 0.031, 0.043], [0.025, 0.120, 0.062], [-0.079, 0.050, -0.122], [-0.256, -0.230, 0.024], [0.202, -0.539, 0.003], [-0.238, -0.301, -0.007], [-0.011, 0.011, -0.014], [0.005, -0.003, 0.018], [0.099, 0.006, -0.047], [-0.114, 0.009, 0.064], [0.007, 0.100, 0.039], [-0.077, -0.003, 0.040], [-0.003, -0.002, -0.051], [0.026, -0.028, 0.014], [0.182, 0.165, 0.103], [-0.077, -0.021, -0.030], [-0.040, 0.020, -0.080], [0.044, 0.138, -0.012], [0.033, 0.011, 0.008], [-0.024, 0.056, 0.090], [0.068, -0.016, 0.013], [0.032, 0.009, 0.028], [-0.041, -0.053, 0.033], [-0.038, -0.079, 0.024], [0.012, -0.002, 0.118], [0.134, -0.132, 0.229], [-0.061, -0.018, -0.012], [-0.049, -0.173, -0.029]], "mulliken_charge": [-0.79, -0.47, 0.40, -0.83, -0.65, 0.33, -0.26, -1.01, -0.71, 1.58, -0.77, -0.76, 0.33, -0.80, -1.03, 0.00, -0.58, -0.61, -0.97, 0.29, -1.57, 0.31, 0.32, 0.33, 0.23, 0.44, 0.43, 0.23, 0.39, 0.39, 0.45, 0.43, 0.43, 0.40, 0.25, 0.45, 0.33, 0.27, 0.33, 0.35, 0.45, 0.41, 0.57, 0.68]}

=====

{"formula": "C22H20BBrGaN2O6S3", "method": "ωB97M-V with the def2-TZVPD basis set", "total_charge": -1, "relative_energy_kcal_mol": 4.30, "elements": ["Ga", "C", "C", "C", "C", "C", "Br", "N", "C", "H", "H", "H", "H", "H", "H", "N", "H", "H", "H", "O", "B", "O", "C", "C", "C", "C", "C", "C", "H", "H", "H", "H", "O", "S", "O", "O", "S", "C", "C", "O", "S", "C", "C", "C", "C", "C", "C", "C", "C", "H", "H", "H", "H", "H", "H", "H"], "positions_angstrom": [[-0.2692, -1.9197, -1.0917], [5.0228, -0.0752, -0.1864], [3.6458, 0.2502, 0.3191], [3.4202, 1.0555, 1.4273], [2.1269, 1.2914, 1.8609], [1.0949, 0.7087, 1.1437], [-0.6817, 0.9091, 1.7729], [1.2772, -0.0401, 0.0791], [2.5270, -0.2737, -0.3131], [5.7878, 0.2720, 0.5080], [5.2062, 0.3937, -1.1548], [5.1378, -1.1517, -0.3163], [4.2569, 1.4848, 1.9668], [1.9164, 1.8897, 2.7349], [2.6402, -0.9379, -1.1657], [-1.1201, 1.9715, -1.6915], [-1.6462, 2.8356, -1.6829], [-1.6961, 1.2474, -1.2711], [-0.9775, 1.6928, -2.6546], [1.8638, -1.3838, -3.3652], [0.5883, -1.1531, -2.8342], [-0.1201, -0.3146, -3.7195], [0.7159, -0.0691, -4.7739], [0.4889, 0.6861, -5.9018], [1.5344, 0.7688, -6.8218], [2.7429, 0.1163, -6.6034], [2.9597, -0.6467, -5.4559], [1.9214, -0.7187, -4.5554], [-0.4576, 1.1844, -6.0620], [1.4003, 1.3505, -7.7245], [3.5314, 0.1992, -7.3402], [3.8917, -1.1646, -5.2760], [-0.2099, -3.9236, -1.7201], [0.8225, -4.4227, -0.7342], [0.5636, -5.7661, -0.2866], [2.1638, -4.1617, -1.2164], [0.4465, -3.0364, 0.7889], [-11.1597, 1.0453, -1.1330], [-9.6886, 0.7108, -1.2083], [-9.1432, 0.3416, -2.2101], [-8.8745, 0.8898, 0.3714], [-7.2375, 0.3257, 0.0058], [-6.8081, -0.8971, 0.5080], [-5.5144, -1.3284, 0.2715], [-4.6328, -0.5492, -0.4820], [-5.0825, 0.6727, -0.9925], [-6.3699, 1.1112, -0.7439], [-3.2887, -0.9833, -0.7095], [-2.1452, -1.3493, -0.8728], [-11.4774, 1.4601, -2.0873], [-11.3777, 1.7393, -0.3226], [-11.7098, 0.1204, -0.9533], [-7.4880, -1.5069, 1.0889], [-5.1693, -2.2739, 0.6673], [-4.4038, 1.2765, -1.5802], [-6.7080, 2.0623, -1.1338]], "forces_ev_per_angstrom": [[-0.139, -0.366, -0.144], [-0.003, -0.003, 0.010], [0.003, 0.004, -0.001], [-0.006, 0.005, -0.003], [-0.001, 0.020, 0.010], [0.083, -0.051, 0.016], [-0.037, 0.033, -0.037], [-0.143, 0.123, 0.102], [0.029, -0.040, -0.069], [0.001, -0.002, 0.000], [-0.001, 0.003, 0.000], [0.004, 0.001, -0.004], [0.001, 0.001, 0.001], [0.005, 0.006, -0.004], [0.012, 0.022, 0.064], [0.027, -0.022, 0.021], [-0.052, 0.016, -0.019], [0.057, -0.001, 0.047], [-0.003, -0.008, -0.035], [0.020, -0.039, -0.008], [0.024, 0.115, 0.093], [-0.005, -0.064, -0.038], [0.013, 0.016, 0.029], [-0.002, -0.011, 0.005], [0.005, -0.001, -0.001], [-0.002, 0.005, -0.006], [-0.002, 0.001, 0.006], [0.000, 0.033, -0.026], [0.002, 0.001, -0.001], [0.000, 0.000, -0.002], [0.000, 0.000, -0.001], [0.002, -0.001, 0.000], [-0.114, 0.168, 0.023], [0.197, 0.029, 0.018], [-0.091, 0.029, 0.019], [-0.038, -0.079, -0.010], [0.109, 0.038, -0.103], [0.000, 0.020, 0.000], [-0.017, -0.077, 0.017], [0.008, 0.032, -0.011], [0.012, 0.039, 0.002], [-0.002, -0.021, -0.004], [0.003, 0.006, 0.002], [0.008, -0.005, -0.003], [-0.013, 0.020, 0.012], [-0.003, 0.013, 0.002], [-0.005, -0.002, 0.005], [-0.002, 0.018, -0.019], [0.057, -0.025, 0.069], [-0.003, 0.002, 0.002], [-0.002, 0.000, -0.002], [0.004, -0.003, -0.007], [-0.001, -0.001, -0.004], [-0.001, -0.001, -0.002], [0.005, 0.000, -0.007], [-0.002, 0.002, -0.003]], "mulliken_charge": [0.23, -1.35, 0.37, -0.46, -0.54, -0.12, -0.12, 0.08, -0.26, 0.37, 0.29, 0.34, 0.35, 0.40, 0.51, -0.53, 0.24, 0.03, 0.20, -0.57, 1.04, -0.34, 0.79, -1.02, -0.48, -0.45, -1.11, 0.62, 0.48, 0.37, 0.37, 0.51, -0.55, 0.96, -0.64, -0.60, -0.41, -1.07, 0.73, -0.52, -0.25, 0.13, -0.34, -0.63, 0.49, -0.63, -0.32, 0.04, -0.29, 0.31, 0.35, 0.27, 0.41, 0.48, 0.47, 0.39]}

=====

no.,largest force on an atom (eV Å⁻¹),electronic energy (eV)
1,1.9,-103876.84227
2,7.2,-40234.66450
3,1.0,-37916.03733
4,0.4,-194009.54944